{
  "formula": "C34H49F24N2O5",
  "method": "ωB97M-V/def2-TZVPD",
  "elements": ["C", "C", "C", "C", "C", "C", "C", "C", "N", "C", "C", "C", "O", "C", "C", "C", "C", "N", "O", "C", "C", "C", "C", "H", "H", "H", "H", "H", "H", "H", "H", "H", "H", "H", "H", "H", "H", "H", "H", "H", "H", "H", "H", "H", "H", "H", "H", "H", "H", "H", "H", "H", "H", "H", "H", "H", "H", "H", "H", "H", "C", "C", "C", "F", "F", "F", "F", "O", "C", "C", "F", "F", "F", "F", "H", "H", "H", "H", "C", "C", "C", "F", "F", "F", "F", "O", "C", "C", "F", "F", "F", "F", "H", "H", "H", "H", "C", "C", "C", "F", "F", "F", "F", "O", "C", "C", "F", "F", "F", "F", "H", "H", "H", "H"],
  "positions_angstrom": [[-2.1502, -1.5390, 4.5140], [-1.3440, -1.1476, 3.2689], [-1.6084, -2.1211, 2.1174], [-0.9693, -1.7975, 0.7266], [0.3283, -2.6334, 0.5956], [1.5524, -2.0845, 1.3454], [2.8745, -2.6383, 0.7746], [4.0647, -1.6978, 0.9468], [4.1317, -1.1262, 2.3146], [4.5213, -2.1672, 3.3012], [5.1325, -0.0866, 2.2887], [4.6528, 1.3007, 2.6258], [6.2788, -0.3032, 2.0211], [-1.9586, -2.2676, -0.3837], [-1.9617, -1.4868, -1.7112], [-0.7161, -1.7787, -2.5627], [-3.2051, -1.9606, -2.5231], [-2.1086, -0.0077, -1.4772], [-1.6037, 0.7090, -2.4078], [-1.8773, 0.4841, -0.0801], [-3.1721, 0.4130, 0.7432], [-1.4704, 1.9656, -0.1449], [-0.6907, -0.3050, 0.5006], [-2.0964, -0.7789, 5.2952], [-1.7888, -2.4839, 4.9347], [-3.2050, -1.6937, 4.2610], [-0.2798, -1.1453, 3.5333], [-1.6076, -0.1221, 2.9977], [-1.2110, -3.0900, 2.4465], [-2.6904, -2.2690, 2.0413], [0.5788, -2.7440, -0.4648], [0.1359, -3.6493, 0.9590], [1.6028, -0.9970, 1.2938], [1.5009, -2.4083, 2.3890], [3.1236, -3.6018, 1.2252], [2.7795, -2.8317, -0.3012], [4.0132, -0.8689, 0.2329], [4.9971, -2.2389, 0.7295], [4.7134, -3.1263, 2.8111], [3.7285, -2.2890, 4.0415], [5.4448, -1.8931, 3.8158], [5.0139, 1.5521, 3.6245], [3.5678, 1.3574, 2.5789], [5.0823, 2.0005, 1.9051], [-2.9806, -2.2520, 0.0057], [-1.7517, -3.3076, -0.6501], [-0.8239, -1.3713, -3.5652], [-0.6451, -2.8695, -2.6551], [0.2111, -1.4345, -2.1040], [-4.0217, -1.2473, -2.4172], [-3.5208, -2.9462, -2.1717], [-2.9624, -2.0731, -3.5825], [-3.9625, 0.8965, 0.1673], [-3.0439, 0.9941, 1.6573], [-3.5052, -0.5957, 0.9769], [-0.4449, 2.0846, -0.4975], [-2.1580, 2.5424, -0.7635], [-1.5210, 2.3825, 0.8658], [0.0926, -0.2267, -0.2663], [-0.2948, 0.1953, 1.3842], [-8.7710, 3.0006, -0.7190], [-9.2884, 4.3777, -0.2773], [-8.4008, 5.6040, -0.5214], [-7.2254, 5.5045, 0.1254], [-9.0469, 6.6962, -0.0560], [-9.6816, 4.3356, 1.0114], [-10.3976, 4.6053, -1.0421], [-8.1738, 2.1554, 0.2491], [-6.8438, 2.1960, 0.5531], [-6.5882, 2.5906, 2.0157], [-7.1708, 3.7646, 2.3132], [-5.2546, 2.7119, 2.2002], [-6.1480, 2.9603, -0.3037], [-6.3687, 0.9326, 0.4299], [-9.6720, 2.4590, -1.0024], [-8.1557, 3.0803, -1.6160], [-8.2160, 5.7328, -1.5911], [-6.9791, 1.8160, 2.6782], [7.7677, -5.4552, -0.3720], [8.5043, -6.0730, -1.5696], [8.2931, -5.4515, -2.9551], [7.0028, -5.5067, -3.3350], [9.0254, -6.1484, -3.8520], [8.2845, -7.4024, -1.6165], [9.8318, -5.8806, -1.3126], [6.5686, -6.0645, 0.0768], [5.3387, -5.7558, -0.4260], [4.6535, -6.9570, -1.0931], [5.4263, -7.4841, -2.0580], [3.4967, -6.5327, -1.6488], [5.3715, -4.6833, -1.2343], [4.5526, -5.4268, 0.6281], [8.4503, -5.6036, 0.4631], [7.6496, -4.3778, -0.4937], [8.6275, -4.4107, -2.9591], [4.4396, -7.7214, -0.3438], [0.5028, 4.8051, -2.7075], [-0.9433, 5.2687, -2.4766], [-1.3493, 6.6666, -2.9558], [-0.6276, 7.6317, -2.3562], [-2.6515, 6.8642, -2.6485], [-1.2776, 5.1014, -1.1819], [-1.7122, 4.4208, -3.2184], [1.4283, 4.9033, -1.6373], [2.1753, 6.0187, -1.3919], [1.8610, 6.6441, -0.0242], [0.5519, 6.9261, 0.0946], [2.5618, 7.7935, 0.0933], [2.0940, 6.9195, -2.3845], [3.4680, 5.6217, -1.3196], [0.4090, 3.7304, -2.8598], [0.9096, 5.2214, -3.6299], [-1.2285, 6.7457, -4.0394], [2.1546, 5.9555, 0.7703]],
  "atomic_forces_ev_per_a": [[0.020, -0.211, -0.128], [-0.150, -0.015, 0.319], [0.328, 0.083, 0.265], [-0.405, -0.491, 0.118], [0.287, 0.266, -0.048], [0.326, -0.597, -0.371], [-0.007, 0.110, -0.043], [-0.050, -0.068, 0.226], [0.380, -0.417, -0.062], [-0.081, 0.117, -0.058], [-0.409, 0.300, 0.122], [-0.177, 0.002, -0.429], [0.606, -0.185, -0.100], [0.053, 0.256, 0.145], [-0.599, -0.263, -0.467], [-0.083, -0.372, 0.241], [0.395, -0.079, 0.058], [1.219, -0.376, 0.218], [-0.467, 0.071, -0.094], [0.044, 0.671, 0.406], [-0.003, 0.121, -0.417], [-0.150, -0.102, 0.209], [-0.024, -0.185, -0.532], [0.040, -0.029, -0.040], [-0.013, 0.101, -0.029], [0.079, 0.110, 0.022], [-0.053, 0.090, -0.148], [0.007, -0.106, -0.047], [-0.154, -0.005, -0.090], [0.057, 0.129, -0.106], [0.013, 0.147, 0.088], [-0.108, 0.036, -0.146], [-0.118, -0.004, 0.160], [-0.081, 0.458, 0.074], [-0.163, 0.041, 0.005], [-0.036, 0.002, 0.092], [-0.166, 0.007, 0.083], [-0.032, 0.056, -0.073], [-0.073, 0.059, 0.044], [0.034, -0.093, -0.052], [-0.088, 0.010, 0.001], [-0.084, 0.059, -0.020], [0.023, 0.018, 0.176], [0.079, 0.000, 0.207], [0.103, -0.037, -0.060], [-0.034, -0.022, 0.084], [0.092, 0.169, 0.127], [0.013, 0.107, -0.023], [-0.065, 0.156, -0.122], [-0.044, -0.110, 0.038], [-0.096, 0.098, 0.004], [-0.080, 0.201, 0.063], [0.024, -0.008, 0.040], [-0.054, -0.211, 0.064], [0.048, 0.091, 0.081], [-0.136, 0.040, -0.195], [0.145, -0.064, -0.071], [0.052, -0.108, -0.046], [0.019, 0.055, 0.160], [-0.122, -0.022, 0.024], [-0.045, -0.403, -0.459], [0.070, -0.144, 0.322], [-0.076, 0.092, -0.105], [0.071, -0.133, 0.098], [0.006, -0.004, -0.003], [0.059, 0.022, -0.028], [-0.046, 0.010, -0.089], [-0.108, 0.445, 0.465], [-0.105, -0.125, -0.294], [-0.012, -0.069, 0.094], [-0.008, 0.097, -0.095], [0.023, -0.001, 0.017], [0.017, 0.156, 0.046], [0.000, -0.092, -0.029], [-0.010, 0.021, 0.001], [0.090, 0.157, 0.080], [0.012, -0.020, 0.003], [0.000, -0.011, -0.013], [0.078, 0.399, 0.467], [-0.243, -0.263, 0.061], [0.143, 0.061, -0.052], [-0.149, -0.062, 0.091], [-0.008, 0.006, 0.005], [-0.034, 0.057, -0.036], [0.079, 0.056, 0.021], [0.053, -0.487, -0.475], [0.221, 0.273, 0.213], [-0.058, -0.088, 0.057], [0.083, 0.088, -0.084], [-0.025, -0.007, -0.008], [0.034, -0.031, -0.162], [-0.089, 0.009, 0.093], [0.015, -0.002, -0.016], [-0.056, -0.029, -0.184], [-0.018, 0.003, 0.015], [0.004, 0.008, 0.010], [0.332, -0.371, -0.390], [0.170, -0.061, 0.317], [-0.108, -0.023, -0.114], [0.145, -0.004, 0.117], [0.006, 0.001, 0.000], [-0.023, 0.109, 0.018], [-0.060, -0.016, -0.093], [-0.464, 0.243, 0.373], [0.042, -0.226, -0.213], [0.040, -0.032, 0.096], [-0.075, 0.042, -0.111], [0.012, 0.020, 0.017], [-0.129, 0.096, -0.009], [0.140, 0.017, -0.037], [-0.034, 0.000, 0.001], [-0.070, 0.178, 0.056], [0.023, -0.005, 0.005], [0.006, -0.012, -0.011]],
  "lowdin_spin": [0.000, 0.000, 0.000, 0.000, 0.000, 0.000, 0.000, 0.000, 0.000, 0.000, 0.000, 0.000, 0.000, 0.002, 0.024, 0.009, 0.011, 0.391, 0.505, 0.027, 0.007, -0.001, 0.016, 0.000, 0.000, 0.000, 0.000, 0.000, 0.000, 0.000, 0.000, 0.000, 0.000, 0.000, 0.000, 0.000, 0.000, 0.000, 0.000, 0.000, 0.000, 0.000, 0.000, 0.000, 0.000, 0.000, 0.000, 0.000, 0.001, 0.001, 0.000, 0.001, 0.001, 0.000, 0.000, 0.001, 0.000, 0.000, 0.000, 0.003, 0.000, 0.000, 0.000, 0.000, 0.000, 0.000, 0.000, 0.000, 0.000, 0.000, 0.000, 0.000, 0.000, 0.000, 0.000, 0.000, 0.000, 0.000, 0.000, 0.000, 0.000, 0.000, 0.000, 0.000, 0.000, 0.000, 0.000, 0.000, 0.000, 0.000, 0.000, 0.000, 0.000, 0.000, 0.000, 0.000, 0.000, 0.000, 0.000, 0.000, 0.000, 0.000, 0.000, 0.000, 0.000, 0.000, 0.000, 0.000, 0.000, 0.000, 0.000, 0.000, 0.000, 0.000],
  "total_energy_ev": -114488.3399,
  "multiplicity": 2,
  "s_squared": 0.754,
  "max_force_ha_per_bohr": 0.025
}